Record 1
80
Properties=species:S:1:pos:R:3:forces:R:3 method="wB97M-V/def2-TZVPD" energy_ha=-7293.09888 largest_force_ev_per_a=2.19 homo_lumo_gap_ev=7.25 charge=-1
C -3.25020 -1.93604 4.18735 -0.07 0.29 0.16
C -2.33447 -1.39543 3.14243 -0.11 -0.28 -0.03
Br -2.47342 0.50825 2.99740 -0.09 0.04 0.00
C -1.50727 -2.07470 2.35703 0.18 1.05 0.14
Br -1.53361 -3.96986 2.49467 -0.03 0.07 -0.09
C -0.54924 -1.45965 1.29629 0.14 -2.13 -0.50
C -1.37900 -1.16261 0.05664 -0.41 0.43 -0.14
O 0.28647 -2.53563 0.88924 -0.15 0.42 0.21
P 1.99246 -2.31617 1.10630 1.06 0.37 -0.41
C 2.04686 -3.42416 2.71835 -0.37 -0.19 0.39
C 2.75601 -4.69699 2.54889 -0.53 1.05 -0.15
O 3.62396 -4.95188 1.81763 0.97 -0.67 -0.52
I 2.05986 -6.33092 3.92303 -0.21 -0.44 0.32
O 1.60908 -0.99851 2.20193 -0.68 -0.22 -0.27
C 0.39980 -0.36360 1.82572 1.63 0.46 0.23
C 0.76316 0.75176 0.82226 -0.98 -0.21 -0.38
O 0.59472 2.02543 1.46272 0.49 -0.09 0.08
C 1.58913 2.93277 1.28992 0.26 0.59 0.13
C 2.28565 3.09711 0.09926 0.03 -0.16 -0.02
C 3.29674 4.05197 -0.04655 -0.36 -0.09 0.41
C 4.02520 4.14121 -1.35189 0.25 -0.25 0.02
C 3.58116 4.87950 1.03305 -0.35 -0.31 -0.18
C 2.86730 4.73528 2.22498 0.01 -0.10 -0.38
C 1.88279 3.76689 2.38575 -0.04 0.11 -0.04
C 1.11182 3.57834 3.67540 0.24 0.05 -0.03
C 1.84667 4.14066 4.89149 0.19 -0.23 -0.40
C -0.30902 4.12104 3.56918 -0.19 0.02 0.70
H -2.79902 -1.79336 5.16836 0.03 -0.01 0.15
H -4.18628 -1.38463 4.18279 -0.14 -0.01 -0.01
H -3.44226 -2.99035 4.04795 -0.02 -0.15 -0.05
H -0.74523 -0.84956 -0.76702 0.16 -0.05 -0.04
H -1.85223 -2.08751 -0.25614 -0.13 -0.16 0.03
H -2.15342 -0.40918 0.20477 -0.02 0.08 0.10
H 3.39306 -2.03490 1.31692 -0.07 -0.19 -0.08
H 2.25442 -3.41587 0.22645 -0.17 -0.17 0.28
H 2.00701 -1.45598 -0.07077 -0.10 0.25 0.22
H 1.08119 -3.57670 3.18415 -0.08 -0.06 0.01
H 2.64150 -2.85858 3.43455 0.17 0.15 0.02
H 0.09811 0.15557 2.72828 -0.61 -0.12 -0.01
H 1.77459 0.56821 0.48721 0.30 0.23 0.17
H 0.13231 0.74725 -0.06544 -0.07 0.10 0.00
H 2.05789 2.44703 -0.73473 -0.02 -0.06 -0.09
H 4.41152 3.16297 -1.63168 -0.01 -0.15 -0.05
H 3.37265 4.45834 -2.16153 -0.05 0.18 -0.08
H 4.88783 4.79689 -1.28363 -0.01 0.27 -0.05
H 4.34521 5.63707 0.93922 0.10 0.09 0.05
H 3.11255 5.41201 3.02815 -0.04 -0.02 0.25
H 1.03654 2.50446 3.83860 -0.04 -0.17 -0.08
H 2.89052 3.84455 4.82391 0.19 0.00 0.16
H 1.44149 3.70602 5.80071 -0.15 0.16 0.16
H 1.81464 5.22706 4.93754 -0.12 0.14 0.10
H -0.96416 3.44979 3.02595 0.01 0.03 -0.37
H -0.72368 4.20391 4.57648 -0.09 -0.04 0.09
H -0.33936 5.12465 3.15281 0.06 0.07 -0.26
C -1.21987 1.58761 -4.40009 0.04 0.08 -0.11
C -1.05352 0.24597 -5.10909 -0.09 -0.13 0.14
C 0.46170 0.09376 -5.12795 0.04 0.11 -0.06
O 0.94959 0.75744 -3.96254 -0.03 0.06 -0.05
C -0.09553 1.53331 -3.37348 -0.04 -0.13 0.09
H -2.20023 1.72618 -3.94612 0.00 -0.03 0.03
H -1.04947 2.40817 -5.10253 0.00 0.01 0.02
H -1.50421 -0.55026 -4.51201 0.02 -0.01 -0.01
H -1.49353 0.21592 -6.10612 0.03 0.04 -0.01
H 0.89838 0.57828 -6.01015 -0.02 -0.05 -0.04
H 0.78459 -0.94780 -5.10995 0.03 0.01 0.06
H -0.42158 1.03539 -2.45396 -0.05 0.04 0.00
H 0.29194 2.51972 -3.11377 0.06 -0.01 0.00
C -3.42802 -4.77985 -3.31589 -0.09 0.03 0.10
C -4.32301 -3.98761 -4.26424 0.05 -0.04 -0.11
C -4.03625 -2.55612 -3.83168 0.00 0.06 0.13
O -2.68693 -2.53341 -3.36664 -0.09 -0.08 -0.07
C -2.20885 -3.87534 -3.21336 0.15 0.02 -0.02
H -3.18262 -5.77889 -3.67282 0.01 0.00 -0.02
H -3.90886 -4.87477 -2.33981 0.02 -0.01 0.00
H -4.00186 -4.14092 -5.29756 -0.01 0.01 0.00
H -5.37889 -4.24659 -4.19440 0.00 0.01 0.02
H -4.69168 -2.25199 -3.00791 -0.06 0.00 -0.04
H -4.14736 -1.83687 -4.64561 0.04 0.03 0.02
H -1.49264 -4.08040 -4.01638 0.01 -0.05 0.02
H -1.69129 -3.96412 -2.25828 0.02 0.08 0.00

Record 2
100
Properties=species:S:1:pos:R:3:forces:R:3 method="wB97M-V/def2-TZVPD" energy_ha=-15164.20541 largest_force_ev_per_a=2.17 homo_lumo_gap_ev=5.90 charge=-1
C 8.01481 -2.80589 2.99050 -0.17 0.08 -0.30
C 8.37171 -2.12292 1.87837 -0.08 -0.54 0.90
C 7.72187 -0.94840 1.30880 -1.25 -1.36 -1.13
O 7.69132 -0.76057 0.13659 0.42 0.60 -2.02
O 7.26725 -0.03494 2.14729 -0.55 0.88 1.14
C 6.11921 -0.46639 2.92694 0.38 0.05 -0.84
C 4.87386 0.27886 2.54400 0.04 0.34 0.45
C 4.67049 1.52197 3.38674 -0.88 -0.41 -0.90
C 3.27256 2.12544 3.14794 0.98 0.32 0.43
C 3.26104 3.22187 2.09017 0.25 -0.60 -0.80
C 2.62420 2.87387 0.73122 -0.38 -0.36 1.01
In 0.64917 1.84665 0.81876 0.07 1.11 -0.59
Br 0.90372 -0.74161 1.34446 -0.10 0.17 0.39
C -0.32904 1.91293 -1.19148 0.17 -1.28 0.77
C -1.04629 0.59318 -1.54419 0.13 1.04 0.01
C -0.82474 2.70962 2.23084 -0.03 -1.02 0.20
C -1.73069 1.54420 2.68214 0.52 0.81 -0.03
C -3.20172 1.86782 2.76211 -0.39 -0.43 -0.16
C -4.04920 0.64056 2.51713 -0.06 -0.18 0.83
C -3.95698 -0.35513 3.67202 -0.43 -0.71 -0.89
C -3.01999 -1.51402 3.44054 0.17 1.29 0.19
O -3.36115 -2.24405 2.26177 -0.79 0.48 -0.06
C -2.70802 -3.38616 2.15108 -0.10 -0.46 -1.04
C -2.97129 -4.15848 0.90240 -0.61 0.47 0.37
O -1.93658 -3.78883 2.95495 1.25 -0.54 1.68
H 7.05926 -3.28846 3.00922 -1.16 1.08 1.03
H 8.63290 -2.85325 3.86556 1.12 -1.72 -0.24
H 9.22668 -2.44501 1.32007 1.60 0.96 0.52
H 5.94375 -1.50868 2.72862 0.11 -0.56 0.06
H 6.36316 -0.31335 3.96008 0.13 -0.04 0.63
H 4.05329 -0.38681 2.73322 -0.64 -0.41 0.00
H 4.84396 0.52550 1.49554 0.14 -0.06 -0.53
H 4.74384 1.20363 4.41078 0.31 0.11 0.69
H 5.44251 2.22045 3.10991 0.40 0.51 0.38
H 2.97178 2.54461 4.09464 -0.39 0.19 0.41
H 2.60773 1.30978 2.92547 -0.55 -0.29 -0.19
H 2.84064 4.12507 2.49184 -0.52 0.43 0.19
H 4.30393 3.45856 1.90956 0.44 0.35 -0.05
H 3.29064 2.24308 0.16400 0.38 -0.34 -0.27
H 2.53556 3.79570 0.17804 -0.25 0.35 -0.44
H -1.06682 2.69812 -1.18709 -0.03 0.64 -0.04
H 0.43227 2.07261 -1.93697 0.22 0.55 -0.35
H -1.30327 0.01614 -0.67028 -0.15 -0.43 0.29
H -0.41541 0.00490 -2.18605 0.21 -0.55 -0.28
H -1.96441 0.81424 -2.07149 0.18 -0.14 -0.33
H -0.41842 3.21228 3.09565 0.25 0.29 0.28
H -1.45856 3.41202 1.71552 -0.03 0.52 -0.49
H -1.63162 0.72715 1.98709 0.05 -0.54 -0.27
H -1.33870 1.19428 3.62857 -0.01 -0.41 0.36
H -3.46222 2.60302 2.01889 0.02 0.49 -0.39
H -3.50646 2.25981 3.72185 0.08 0.45 0.46
H -3.74276 0.13359 1.61933 0.13 -0.11 -0.64
H -5.08544 0.91303 2.40032 -0.48 0.23 -0.17
H -4.93291 -0.79482 3.83422 -0.46 -0.02 0.31
H -3.62757 0.10255 4.59216 -0.10 0.34 0.21
H -2.02934 -1.11210 3.31544 0.67 -0.17 -0.07
H -3.04812 -2.12348 4.31871 0.11 -0.77 0.25
H -2.37912 -3.72932 0.11662 0.18 0.15 -0.60
H -2.67089 -5.16190 1.10315 0.29 -0.66 -0.08
H -4.02451 -4.14183 0.67430 -0.37 0.10 -0.41
C 3.44465 -2.49991 -1.74334 -0.40 -0.01 -0.14
Cl 1.97767 -1.54888 -1.71107 0.13 -0.01 -0.16
Cl 3.34830 -3.82317 -0.56457 0.11 -0.02 -0.02
Cl 3.72044 -3.13706 -3.37589 0.18 -0.11 0.02
H 4.28126 -1.87223 -1.47808 0.12 0.03 0.04
C -4.63527 -1.49491 -1.48279 0.05 0.09 -0.09
Cl -6.38992 -1.69727 -1.63712 -0.01 -0.03 0.02
Cl -3.78703 -2.51513 -2.64691 -0.01 -0.14 0.06
Cl -4.16226 0.17639 -1.71271 -0.66 -0.05 0.41
H -4.34922 -1.79593 -0.48342 0.00 -0.04 0.06
C -2.48534 -2.09193 7.63918 -0.08 0.08 -0.05
Cl -2.30432 -0.63274 6.67250 0.14 -0.03 0.21
Cl -2.85616 -1.69094 9.32029 0.03 -0.01 0.04
Cl -3.73195 -3.14334 6.96600 0.01 -0.02 0.01
H -1.54709 -2.62736 7.62015 0.03 -0.04 0.00
C -3.95356 1.15270 -6.07592 0.11 -0.11 0.09
Cl -2.26300 0.67236 -6.19670 0.01 0.01 -0.03
Cl -4.81204 0.12230 -4.93994 -0.09 0.00 -0.25
Cl -4.08543 2.85012 -5.59711 -0.05 0.09 0.00
H -4.40803 1.04248 -7.04976 -0.01 0.04 -0.05
C -1.93167 6.15740 -6.10988 0.21 0.03 0.03
Cl -1.94460 7.35975 -4.81951 -0.05 0.01 0.01
Cl -1.80531 6.94148 -7.68720 0.00 -0.02 -0.04
Cl -0.62933 5.00052 -5.87443 0.00 -0.04 0.00
H -2.86680 5.61930 -6.07838 -0.05 -0.04 -0.02
C -2.45809 -4.40371 -6.18988 -0.05 0.08 0.11
Cl -1.47898 -3.63460 -4.94893 0.07 0.00 -0.01
Cl -3.34647 -5.77840 -5.52731 0.00 -0.03 -0.02
Cl -3.56773 -3.24100 -6.92059 -0.01 0.00 -0.03
H -1.79870 -4.77114 -6.96261 0.01 -0.02 -0.05
C -5.99592 8.07351 -7.40307 0.14 0.01 -0.07
Cl -5.31871 6.63871 -6.63306 -0.15 -0.04 0.03
Cl -4.77991 9.33872 -7.55680 -0.02 0.02 0.02
Cl -6.68379 7.67131 -8.97724 -0.03 0.00 0.00
H -6.79101 8.44584 -6.77370 -0.04 0.00 0.03
C 5.33648 -7.18543 -1.91445 0.07 -0.04 -0.02
Cl 7.09579 -7.19192 -1.75092 -0.01 0.06 0.06
Cl 4.88383 -7.10470 -3.61145 -0.08 0.02 -0.07
Cl 4.64309 -8.61468 -1.14525 -0.04 0.01 0.03
H 4.94522 -6.30716 -1.41569 0.02 0.02 -0.01